1.
{"formula": "C25H57Cl2O14P4", "method": "the ωB97M-V functional and the def2-TZVPD basis", "symbols": ["C", "C", "Cl", "C", "P", "C", "C", "O", "C", "C", "O", "Cl", "H", "H", "H", "H", "H", "H", "H", "H", "H", "H", "H", "H", "O", "P", "O", "C", "C", "O", "C", "C", "O", "C", "C", "H", "H", "H", "H", "H", "H", "H", "H", "H", "H", "H", "H", "H", "H", "H", "O", "P", "O", "C", "C", "O", "C", "C", "O", "C", "C", "H", "H", "H", "H", "H", "H", "H", "H", "H", "H", "H", "H", "H", "H", "H", "O", "P", "O", "C", "C", "O", "C", "C", "O", "C", "C", "H", "H", "H", "H", "H", "H", "H", "H", "H", "H", "H", "H", "H", "H", "H"], "xyz": [[5.5093, -0.4029, 0.4674], [3.9415, -0.8396, 0.2924], [3.8927, -2.6774, 0.2311], [3.2774, -0.1436, -0.9970], [1.4740, 0.3506, -0.5772], [1.6378, 1.5325, 0.9170], [0.4054, 2.5389, 1.0415], [-0.7656, 2.2894, 0.6913], [0.5979, -1.2687, -0.1326], [0.4084, -1.4934, 1.4326], [1.3043, -1.5571, 2.2806], [-1.3330, -1.7252, 1.9970], [5.7537, 0.2929, -0.3985], [5.6387, 0.1652, 1.4597], [6.1662, -1.3271, 0.5357], [3.4299, -0.5283, 1.2611], [3.8180, 0.8377, -1.2358], [3.2410, -0.8595, -1.8901], [0.8527, 1.0071, -1.7092], [2.5820, 2.1570, 0.6861], [1.8260, 0.9639, 1.8961], [0.6284, 3.5558, 1.5430], [-0.4241, -1.3097, -0.6643], [1.2531, -2.1409, -0.5118], [-7.3646, -4.9046, -0.1197], [-6.1792, -4.2028, -0.7946], [-6.5322, -2.6955, -0.2130], [-6.3541, -2.4529, 1.1746], [-4.9124, -2.6442, 1.6074], [-6.9114, -4.1450, -2.2834], [-7.6174, -5.2997, -2.7434], [-9.1153, -5.0706, -2.6312], [-4.7677, -3.5620, -1.5238], [-4.7765, -2.5335, -2.5149], [-4.9070, -1.1245, -1.9631], [-7.0214, -3.0976, 1.7540], [-6.6557, -1.4197, 1.3606], [-4.6075, -3.6914, 1.5063], [-4.7799, -2.3481, 2.6509], [-4.2346, -2.0528, 0.9875], [-7.3138, -6.1908, -2.1879], [-7.3488, -5.4639, -3.7898], [-9.3968, -4.6792, -1.6511], [-9.6673, -5.9953, -2.8101], [-9.4401, -4.3259, -3.3635], [-5.5192, -2.7122, -3.2923], [-3.8043, -2.6070, -3.0121], [-5.9425, -0.8908, -1.6973], [-4.6050, -0.3925, -2.7172], [-4.2897, -0.9838, -1.0729], [-5.3517, 2.2249, 4.1545], [-4.4044, 2.0339, 5.3460], [-4.6009, 3.5564, 5.9568], [-5.8533, 3.8888, 6.5415], [-6.1789, 3.0104, 7.7352], [-3.0305, 2.2360, 4.4309], [-2.9648, 1.6053, 3.1531], [-3.1609, 2.6367, 2.0544], [-3.3982, 1.6546, 6.6769], [-2.1756, 2.3317, 6.9759], [-2.3453, 3.6459, 7.7170], [-6.6435, 3.8266, 5.7877], [-5.7901, 4.9306, 6.8632], [-6.3272, 1.9694, 7.4278], [-7.0898, 3.3541, 8.2302], [-5.3637, 3.0160, 8.4614], [-3.7035, 0.8028, 3.0745], [-1.9768, 1.1465, 3.0539], [-4.0255, 3.2769, 2.2434], [-3.2885, 2.1550, 1.0833], [-2.2962, 3.3000, 2.0003], [-1.5486, 2.4657, 6.0942], [-1.6242, 1.6502, 7.6302], [-2.6388, 4.4546, 7.0401], [-1.3992, 3.9483, 8.1737], [-3.1018, 3.5693, 8.4999], [6.4048, 0.3842, -3.4036], [7.6424, 0.9956, -4.0809], [7.2499, 0.5081, -5.6100], [6.1443, 1.1289, -6.2503], [6.3478, 2.6226, -6.4237], [8.6531, -0.2347, -3.6064], [8.5424, -0.7307, -2.2737], [7.8390, -2.0770, -2.2822], [9.0092, 1.8043, -4.7123], [10.0739, 1.1529, -5.4138], [9.7905, 0.8785, -6.8797], [5.2271, 0.9251, -5.6891], [6.0377, 0.6603, -7.2310], [6.3780, 3.1302, -5.4530], [5.5364, 3.0571, -7.0119], [7.2942, 2.8348, -6.9244], [8.0176, -0.0163, -1.6330], [9.5509, -0.8464, -1.8702], [6.9248, -2.0584, -2.8802], [7.5860, -2.3936, -1.2680], [8.4838, -2.8369, -2.7317], [10.4092, 0.2461, -4.9109], [10.9167, 1.8480, -5.3627], [9.1539, -0.0027, -7.0086], [10.7218, 0.6721, -7.4132], [9.2952, 1.7260, -7.3574]], "spin_multiplicity": 1, "charge": 1, "largest_force_ev_per_a": 9.33}


2.
{"formula": "C25H57F3N11O22", "method": "the ωB97M-V functional and the def2-TZVPD basis", "symbols": ["C", "C", "C", "C", "C", "C", "C", "C", "C", "C", "C", "N", "C", "C", "C", "F", "F", "F", "C", "O", "O", "H", "H", "H", "H", "H", "H", "H", "H", "H", "H", "H", "H", "H", "H", "H", "H", "H", "H", "H", "H", "H", "H", "H", "H", "H", "H", "H", "C", "N", "O", "O", "H", "H", "H", "C", "N", "O", "O", "H", "H", "H", "C", "N", "O", "O", "H", "H", "H", "C", "N", "O", "O", "H", "H", "H", "C", "N", "O", "O", "H", "H", "H", "C", "N", "O", "O", "H", "H", "H", "C", "N", "O", "O", "H", "H", "H", "C", "N", "O", "O", "H", "H", "H", "C", "N", "O", "O", "H", "H", "H", "C", "N", "O", "O", "H", "H", "H"], "xyz": [[4.1325, -2.1965, 2.2458], [4.3899, -1.2679, 0.9376], [2.9883, -0.5453, 0.5821], [2.9495, 1.0153, 1.0317], [1.7029, 1.1686, 2.0446], [1.2690, 2.6811, 2.3103], [-0.0525, 2.8656, 3.2026], [-0.9406, 1.5390, 3.3940], [-1.8699, 1.2748, 2.0794], [-3.1975, 0.4981, 2.5657], [-3.8227, -0.3958, 1.3931], [-3.6441, 0.4160, 0.1180], [-3.0705, -1.7819, 1.1413], [-3.3112, -2.8842, 2.2655], [-2.3950, -2.7059, 3.5711], [-3.1620, -2.2802, 4.6874], [-1.2877, -1.8485, 3.3240], [-1.8364, -3.9619, 3.9191], [-5.4247, -0.6048, 1.5339], [-6.1866, 0.2616, 2.0745], [-6.0373, -1.7515, 1.0222], [3.2126, -2.8672, 2.0975], [3.9066, -1.5602, 3.1689], [5.0415, -2.8689, 2.4595], [5.2478, -0.5512, 1.1360], [4.6105, -2.0080, 0.0968], [2.6925, -0.6431, -0.5129], [2.1813, -1.1112, 1.1735], [2.8179, 1.6462, 0.0770], [3.9313, 1.3609, 1.4978], [0.8464, 0.5652, 1.5860], [2.0561, 0.7316, 3.0499], [2.1345, 3.1687, 2.8976], [1.1669, 3.2935, 1.3435], [0.2073, 3.3002, 4.2204], [-0.7180, 3.6329, 2.6418], [-0.3645, 0.6191, 3.7289], [-1.6900, 1.7687, 4.2424], [-2.2207, 2.3311, 1.7535], [-1.2987, 0.7408, 1.2568], [-3.9785, 1.3143, 2.7869], [-3.0271, -0.0587, 3.5421], [-3.8829, -0.2389, -0.6465], [-4.4017, 1.1254, 0.1843], [-3.4927, -2.2136, 0.1606], [-1.9677, -1.5743, 0.9404], [-3.0157, -3.9072, 1.8305], [-4.4027, -2.9960, 2.5868], [4.4355, -3.1659, -3.7861], [4.4543, -2.4791, -2.4683], [3.4411, -2.5363, -1.7952], [5.4887, -1.9064, -2.1587], [3.4609, -3.6279, -3.9278], [4.6203, -2.4130, -4.5514], [5.2218, -3.9197, -3.7749], [-1.9052, 1.1581, -2.9456], [-0.7346, 1.8286, -2.3196], [-0.1487, 2.6711, -2.9830], [-0.4443, 1.4885, -1.1894], [-2.0441, 1.5598, -3.9477], [-1.6910, 0.0910, -2.9836], [-2.7758, 1.3642, -2.3240], [-6.4869, -0.6928, -1.8604], [-6.4022, 0.3618, -2.9009], [-7.3590, 0.5102, -3.6423], [-5.3686, 1.0049, -2.9306], [-7.4507, -1.1898, -1.9386], [-5.6751, -1.3962, -2.0384], [-6.3823, -0.2068, -0.8908], [-3.6680, 5.8277, 0.5778], [-2.7572, 4.9596, 1.3680], [-3.0104, 4.8117, 2.5507], [-1.8207, 4.4578, 0.7709], [-4.4506, 6.2032, 1.2336], [-3.0739, 6.6474, 0.1764], [-4.0917, 5.2188, -0.2197], [-0.2677, 5.0333, -6.0330], [-1.5310, 4.4233, -6.5219], [-2.4114, 5.1796, -6.8986], [-1.5955, 3.2069, -6.5110], [-0.3520, 6.1162, -6.0996], [-0.1304, 4.7198, -4.9982], [0.5398, 4.6701, -6.6670], [-0.9948, -0.7853, 6.5211], [0.1811, -0.1212, 7.1423], [0.7670, 0.7158, 6.4804], [0.4737, -0.4663, 8.2757], [-1.1382, -0.3839, 5.5198], [-0.7855, -1.8530, 6.4819], [-1.8597, -0.5746, 7.1484], [0.3256, -5.9609, -5.1629], [1.4923, -5.2884, -4.5349], [2.0710, -4.4360, -5.1911], [1.7871, -5.6375, -3.4080], [0.1805, -5.5517, -6.1604], [0.5474, -7.0260, -5.2108], [-0.5426, -5.7657, -4.5353], [7.9352, 0.0302, -0.8170], [7.9531, 0.7223, 0.4980], [6.9402, 0.6670, 1.1705], [8.9843, 1.2957, 0.8062], [6.9600, -0.4331, -0.9566], [8.1200, 0.7800, -1.5848], [8.7217, -0.7228, -0.8020], [3.6382, 3.8279, -9.2854], [2.3608, 3.9084, -8.5307], [2.2456, 4.8106, -7.7165], [1.5206, 3.0659, -8.7808], [4.2887, 4.6372, -8.9608], [4.0875, 2.8602, -9.0675], [3.4006, 3.9243, -10.3437], [-0.9832, -5.1524, 6.9214], [-0.0728, -6.0143, 7.7199], [-0.3259, -6.1519, 8.9045], [0.8634, -6.5222, 7.1288], [-1.7658, -4.7702, 7.5733], [-0.3889, -4.3366, 6.5127], [-1.4073, -5.7672, 6.1292]], "spin_multiplicity": 1, "charge": -1, "largest_force_ev_per_a": 5.33}


3.
{"formula": "C25H57F3N5O11PSi", "method": "the ωB97M-V functional and the def2-TZVPD basis", "symbols": ["C", "C", "C", "C", "O", "O", "P", "O", "O", "C", "C", "O", "C", "F", "F", "F", "O", "Si", "C", "C", "C", "H", "H", "H", "H", "H", "H", "H", "H", "H", "H", "H", "H", "H", "H", "H", "H", "H", "H", "H", "H", "H", "H", "C", "O", "N", "C", "C", "H", "H", "H", "H", "H", "H", "H", "C", "O", "N", "C", "C", "H", "H", "H", "H", "H", "H", "H", "C", "O", "N", "C", "C", "H", "H", "H", "H", "H", "H", "H", "C", "O", "N", "C", "C", "H", "H", "H", "H", "H", "H", "H", "C", "O", "N", "C", "C", "H", "H", "H", "H", "H", "H", "H"], "xyz": [[-2.5884, 2.4361, 1.0499], [-2.7184, 3.2796, -0.2089], [-3.4394, 2.5236, -1.3173], [-2.5516, 1.5287, -2.0181], [-2.0220, 2.1925, -3.1700], [-0.6531, 1.7565, -3.4115], [-0.5275, 0.4106, -4.2844], [-1.7631, -0.2360, -4.7324], [0.3840, -0.4332, -3.3065], [-0.2392, -1.3324, -2.4019], [0.7467, -2.4026, -1.9618], [1.7118, -2.7535, -2.9283], [1.5275, -1.9416, -0.7330], [0.7263, -2.1494, 0.3578], [1.8345, -0.6187, -0.7824], [2.6763, -2.6175, -0.5429], [0.5273, 0.8316, -5.3407], [1.8386, 1.9096, -5.1701], [2.7851, 1.5721, -3.6117], [2.9238, 1.5304, -6.6271], [1.2650, 3.6745, -5.2439], [-3.5055, 1.8897, 1.2486], [-2.3839, 3.0634, 1.9118], [-1.7576, 1.7437, 0.9796], [-1.7176, 3.5191, -0.5561], [-3.2339, 4.2060, 0.0182], [-3.8309, 3.2145, -2.0589], [-4.2749, 1.9704, -0.8967], [-1.7217, 1.2318, -1.3818], [-3.0849, 0.6402, -2.3486], [-0.5993, -0.7868, -1.5336], [-1.0918, -1.7923, -2.8884], [0.1781, -3.2821, -1.6719], [1.2608, -3.0079, -3.7332], [2.9355, 0.5084, -3.4626], [3.7492, 2.0665, -3.6700], [2.2526, 1.9559, -2.7487], [3.5526, 0.6692, -6.4180], [3.5677, 2.3706, -6.8583], [2.3303, 1.2740, -7.4994], [0.3813, 3.7261, -5.8697], [2.0731, 4.2555, -5.6691], [1.0435, 4.0348, -4.2481], [-3.3631, -5.4264, 2.4014], [-4.0967, -5.1343, 1.4752], [-2.1711, -4.8582, 2.6325], [-1.3247, -5.2455, 3.7481], [-1.7205, -3.8288, 1.7124], [-3.6241, -6.1993, 3.1444], [-1.1748, -4.4046, 4.4195], [-0.3596, -5.6067, 3.3811], [-1.8102, -6.0471, 4.3007], [-2.4191, -2.9913, 1.6977], [-1.6621, -4.2306, 0.6996], [-0.7412, -3.4783, 2.0219], [1.1963, 6.7366, -6.7426], [1.4669, 6.9437, -5.5780], [1.6801, 7.4544, -7.7734], [1.3270, 7.1661, -9.1474], [2.5848, 8.5538, -7.4812], [0.5170, 5.9277, -7.0603], [2.2119, 6.9167, -9.7363], [0.8320, 8.0205, -9.6131], [0.6463, 6.3183, -9.1715], [3.4734, 8.1952, -6.9620], [2.1017, 9.2913, -6.8407], [2.8782, 9.0241, -8.4158], [-2.6381, -1.9111, 6.0836], [-2.2037, -2.9982, 5.7464], [-1.8925, -0.9189, 6.5903], [-2.4799, 0.3269, 7.0415], [-0.4536, -1.1198, 6.7041], [-3.7107, -1.6631, 6.0279], [-2.0783, 1.1751, 6.4885], [-2.2865, 0.4850, 8.1040], [-3.5559, 0.2938, 6.8872], [-0.0131, -1.2896, 5.7209], [-0.2412, -1.9935, 7.3213], [-0.0096, -0.2351, 7.1530], [1.5102, 2.3884, 0.0868], [0.5306, 2.9509, 0.5378], [2.2865, 1.5416, 0.7820], [3.4481, 0.8965, 0.2020], [1.9377, 1.2730, 2.1634], [1.8459, 2.5312, -0.9515], [3.3439, -0.1888, 0.2246], [4.3559, 1.1717, 0.7428], [3.5524, 1.2090, -0.8341], [0.9381, 0.8415, 2.2349], [1.9457, 2.1939, 2.7478], [2.6618, 0.5751, 2.5740], [-0.4746, -5.5990, 7.9356], [0.3115, -4.6741, 7.9591], [-0.1981, -6.8100, 7.4199], [-1.1697, -7.8830, 7.4042], [1.1233, -7.0313, 6.8570], [-1.5014, -5.5185, 8.3292], [-0.8092, -8.7475, 7.9650], [-1.3870, -8.2006, 6.3825], [-2.0937, -7.5358, 7.8606], [1.8951, -6.8781, 7.6110], [1.3151, -6.3363, 6.0395], [1.1793, -8.0506, 6.4850]], "spin_multiplicity": 1, "largest_force_ev_per_a": 1.99}


4.
{"formula": "C25H57NO11P2", "method": "the ωB97M-V functional and the def2-TZVPD basis", "symbols": ["C", "O", "C", "C", "C", "C", "C", "C", "C", "C", "C", "C", "C", "N", "C", "O", "O", "H", "H", "H", "H", "H", "H", "H", "H", "H", "H", "H", "H", "H", "H", "H", "H", "H", "H", "H", "H", "H", "H", "H", "H", "H", "H", "H", "C", "C", "O", "P", "O", "O", "C", "C", "O", "C", "C", "H", "H", "H", "H", "H", "H", "H", "H", "H", "H", "H", "H", "H", "H", "H", "C", "C", "O", "P", "O", "O", "C", "C", "O", "C", "C", "H", "H", "H", "H", "H", "H", "H", "H", "H", "H", "H", "H", "H", "H", "H"], "xyz": [[1.9786, -3.3397, 1.0927], [1.9982, -1.9933, 1.5059], [1.9250, -1.0936, 0.4061], [1.4939, 0.2913, 0.9120], [0.3921, 0.9203, 0.0317], [-0.8830, 1.3568, 0.7729], [-1.4344, 0.4062, 1.8404], [-1.5010, -1.0864, 1.4522], [-1.0665, -1.9639, 2.6359], [-2.1336, -2.0724, 3.7292], [-3.5267, -2.4857, 3.2414], [-3.5598, -3.6404, 2.2152], [-4.4624, -3.3225, 1.0109], [-4.0241, -4.0068, -0.2307], [-3.0787, -3.2603, -0.9582], [-3.3626, -2.4242, -1.7579], [-1.7908, -3.5664, -0.6564], [2.4971, -3.9458, 1.8342], [2.4651, -3.4618, 0.1202], [0.9551, -3.7234, 1.0100], [1.2327, -1.4841, -0.3471], [2.9192, -1.0526, -0.0559], [2.3793, 0.9167, 0.7931], [1.2262, 0.2358, 1.9633], [0.1030, 0.2275, -0.7603], [0.7830, 1.8124, -0.4576], [-1.6565, 1.6252, 0.0523], [-0.6361, 2.2910, 1.2894], [-0.9336, 0.5107, 2.8032], [-2.4647, 0.7280, 2.0194], [-0.8891, -1.3280, 0.5851], [-2.5264, -1.3361, 1.1805], [-0.1678, -1.5195, 3.0664], [-0.7511, -2.9565, 2.3102], [-2.2348, -1.0700, 4.1584], [-1.7638, -2.7053, 4.5370], [-4.1176, -2.8127, 4.0986], [-4.0531, -1.6184, 2.8388], [-2.5822, -3.9268, 1.8355], [-3.9784, -4.5162, 2.7119], [-5.4832, -3.6105, 1.2503], [-4.4548, -2.2380, 0.8623], [-4.8392, -4.0308, -0.8350], [-1.3441, -3.8969, -1.4446], [5.0695, -1.0350, 2.8616], [6.1614, -1.5559, 1.9473], [6.7936, -0.5029, 1.2059], [7.9193, 0.3923, 1.9167], [9.0855, -0.4456, 2.2421], [8.4082, 1.2685, 0.6324], [9.7923, 1.4097, 0.3140], [10.1809, 0.4838, -0.8183], [6.9602, 1.5510, 2.4749], [7.4979, 2.5376, 3.3921], [8.1751, 3.6795, 2.6596], [5.4879, -0.4257, 3.6654], [4.5200, -1.8618, 3.3112], [4.3719, -0.4076, 2.3081], [6.9118, -2.1151, 2.5128], [5.7339, -2.2329, 1.2085], [10.4165, 1.2387, 1.1912], [9.9410, 2.4484, 0.0084], [9.9403, -0.5510, -0.5756], [11.2492, 0.5560, -1.0285], [9.6291, 0.7410, -1.7234], [8.1842, 2.0624, 4.0962], [6.6504, 2.9110, 3.9640], [9.1506, 3.3811, 2.2761], [8.3281, 4.5218, 3.3349], [7.5724, 4.0027, 1.8122], [-4.6150, -1.1515, -4.9253], [-4.0769, -0.3887, -3.7286], [-4.2907, 1.0299, -3.8619], [-5.7272, 1.6401, -3.5127], [-6.0131, 1.4623, -2.0784], [-5.3797, 3.2282, -3.6491], [-5.7496, 4.1576, -2.6322], [-4.5623, 4.4968, -1.7567], [-6.3750, 1.5504, -4.9798], [-7.7902, 1.8158, -5.1472], [-8.0736, 3.2983, -5.2931], [-5.7044, -1.0964, -4.9707], [-4.3298, -2.2023, -4.8644], [-4.2315, -0.7301, -5.8547], [-4.5232, -0.7475, -2.8049], [-3.0022, -0.5329, -3.6515], [-6.5796, 3.7781, -2.0359], [-6.1018, 5.0586, -3.1410], [-4.1280, 3.5959, -1.3232], [-4.8559, 5.1691, -0.9488], [-3.7829, 4.9803, -2.3471], [-8.3544, 1.3898, -4.3146], [-8.0917, 1.2875, -6.0500], [-8.0049, 3.8110, -4.3339], [-9.0814, 3.4530, -5.6801], [-7.3545, 3.7616, -5.9669]], "spin_multiplicity": 1, "smiles": "COCCCCCCCCCCCNC(=O)O.CCOP(=O)(OCC)OCC.CCOP(=O)(OCC)OCC", "largest_force_ev_per_a": 5.49}


We obtain electronic energy values of -117702.068; -96409.441; -82144.082; -69442.879 eV for the records listed above, in that order.